Entry from the Open Molecules 2025 dataset: 2 unconnected molecules or ions with the total composition C32H45Br2O4S at a distorted geometry (ωB97M-V with the def2-TZVPD basis set).

As for the gap between HOMO and LUMO: 4.7 eV. The total energy comes out at -7092.7469 hartree. The net charge is +1.

Geometry as XYZ:
```
84
Properties=species:S:1:pos:R:3:forces:R:3:mulliken_charge:R:1
C 3.678 1.873 -1.783 1.034 -0.737 1.261 -0.48
H 5.029 -3.064 -0.835 0.476 -0.077 -1.508 0.36
H 2.956 5.227 -1.582 -0.872 -1.310 -0.052 0.29
C 3.030 -4.035 -2.464 0.237 0.814 0.369 -0.57
C 3.673 3.218 -0.902 -0.709 0.235 -1.372 -0.55
H -0.927 -1.585 2.647 -0.108 -0.603 1.201 0.09
C -2.594 -0.418 -1.168 -0.088 0.603 -1.125 0.07
C 5.925 -1.481 -2.176 -0.558 -0.487 -0.083 -0.86
C -2.967 -2.975 5.284 0.129 0.602 -0.283 -0.54
C -1.425 -1.278 -1.876 1.389 -1.237 -0.629 0.47
H 3.999 -0.549 -2.827 0.607 -0.147 1.540 -0.14
C 1.873 -4.036 -3.623 -0.420 0.293 2.021 -0.82
C 5.058 1.018 -1.641 -0.894 -0.723 -0.441 -0.80
C -0.564 5.657 0.166 0.662 -0.619 -0.489 -0.24
C -5.474 2.116 2.564 -0.145 0.071 0.369 -0.98
H -3.646 -4.398 1.756 -0.020 2.115 -0.076 0.34
H 3.435 2.977 0.200 0.624 0.380 -1.717 0.29
H -4.014 -0.201 3.764 0.563 -0.940 -1.769 0.12
C -3.148 1.490 1.335 -0.479 -0.488 1.360 -0.48
C -3.769 -0.801 2.814 0.336 -1.682 -1.777 -0.26
H 3.056 -5.037 -1.887 0.097 1.509 -1.160 0.33
H 6.849 -1.190 -1.544 -1.600 -0.495 -0.826 0.35
H 1.460 -5.112 -3.629 0.463 1.853 -0.496 0.33
C 0.728 -3.037 -3.059 -1.217 0.355 -0.109 0.50
O -3.436 -4.426 -1.250 2.237 3.306 1.534 -0.53
H 2.279 -3.703 -4.634 -0.614 -0.526 1.395 0.42
C -3.601 -3.248 1.721 0.391 4.087 -0.367 -0.79
C -3.178 -2.534 0.419 -0.152 1.227 1.444 0.60
H -2.864 -1.870 5.611 -0.152 -1.884 -0.250 0.25
Br -1.164 1.817 1.569 -0.712 -0.073 -0.738 -0.06
C 4.664 -0.528 -1.891 1.171 0.455 -0.091 0.13
H -3.288 7.367 0.667 0.200 0.048 0.108 0.47
C -3.899 2.397 2.431 -0.596 0.660 -1.162 -0.29
C -4.304 -3.070 4.351 1.865 0.345 -0.404 -0.94
H -0.894 -3.916 5.197 -1.140 1.086 -1.092 0.32
H -1.748 -3.990 3.578 0.015 0.891 1.286 0.27
H -3.119 7.959 2.175 0.118 -0.039 -0.176 0.45
H -5.757 1.015 2.641 0.671 1.433 -0.083 0.26
C 5.471 -3.021 -1.891 1.042 0.451 -0.460 -0.72
H -1.063 6.664 -0.035 1.047 -1.138 0.277 0.00
C -3.901 -2.351 2.957 0.341 0.654 -2.970 0.07
H 4.953 -4.509 -3.501 -0.622 1.469 0.219 0.35
H -3.421 1.901 0.309 0.408 -0.995 1.302 0.60
C -0.263 -0.590 -2.659 -0.188 -4.009 0.366 -0.71
H -5.843 2.629 3.531 0.502 -0.709 -1.707 0.34
C -3.339 -0.076 1.507 -0.511 -3.521 -0.564 0.88
Br -2.957 2.403 4.218 -0.969 -0.040 -0.814 -0.11
C 0.855 -1.512 -3.273 -3.905 -0.937 2.563 -0.23
C 1.202 4.251 -0.586 -0.248 -1.059 -1.098 0.01
H 5.517 1.125 -0.597 -0.620 -0.035 -1.479 0.33
H 2.212 3.811 -2.567 0.497 0.733 1.661 0.29
O -2.690 7.833 1.297 -0.371 0.257 0.120 -0.39
H 6.243 -1.395 -3.284 -0.471 -0.083 1.709 0.32
O 0.725 5.618 -0.503 -0.964 -0.502 0.584 -0.46
H 5.829 1.309 -2.438 -1.078 -0.150 1.233 0.29
C -3.043 -0.974 0.277 -0.778 -1.663 2.343 -0.07
H 4.665 3.802 -1.004 -1.493 -1.203 0.333 0.33
O -3.114 0.569 -1.742 1.714 -2.877 2.299 -0.58
S -0.649 -1.795 3.998 -0.225 -0.423 -0.560 -0.17
H -2.371 8.688 0.925 -0.001 -0.211 0.064 0.45
C 2.509 4.178 -1.517 0.191 0.246 0.959 -0.58
H -0.208 0.552 -2.791 -0.254 -2.100 0.340 0.35
C 4.469 -3.589 -3.031 -0.316 -0.019 0.798 -0.46
H -0.356 5.466 1.279 -0.855 0.261 -1.393 0.25
H -3.020 -3.659 6.201 -0.249 1.053 -1.289 0.39
C -2.805 -3.408 -0.887 -0.464 -0.868 -0.700 -0.14
H 4.277 -2.742 -3.793 0.460 -1.511 0.967 0.24
H 1.351 3.758 0.445 -0.038 1.007 -1.301 0.14
C -0.449 -3.746 -2.317 -0.435 4.587 -0.073 -0.85
H 4.137 -0.920 -0.952 0.405 0.555 -1.499 0.26
H -3.801 3.490 2.062 0.057 -1.811 0.730 0.37
H -5.180 -2.548 4.858 1.142 -0.786 -0.752 0.33
H 2.743 -3.249 -1.663 0.349 -1.211 -1.303 0.29
C -1.542 -2.840 -1.718 2.339 1.392 -1.096 0.27
H 6.442 -3.641 -1.897 -1.574 0.765 0.120 0.34
H -1.235 4.856 -0.316 0.760 0.941 1.023 0.25
H -6.046 2.529 1.647 1.072 -0.512 1.460 0.33
H -0.513 -4.876 -2.193 0.204 1.806 -0.331 0.31
H 1.693 -0.980 -3.823 -1.105 -1.211 0.760 0.33
H -4.493 -4.193 4.203 -0.057 1.850 -0.119 0.31
H 2.857 1.183 -1.356 1.017 1.089 -0.817 0.15
H 0.371 3.641 -1.106 1.099 0.717 0.838 0.04
H 3.477 2.044 -2.892 0.227 -0.015 1.536 0.36
C -1.610 -3.335 4.500 0.109 -0.535 0.108 -0.49
```
Forces are in eV/Å.